(1)
3 unconnected molecules or ions with the total composition C34H54NO16PS5, computed with ωB97M-V with the def2-TZVPD basis set.

Cartesian coordinates (Å):
1 S -1.9047 1.4978 3.3900
2 S 8.6363 1.9187 -2.9058
3 S 1.6361 -5.2314 -1.1821
4 S -2.9086 -2.4035 2.6243
5 S -8.7249 -1.5561 5.6391
6 P -1.1761 -1.5820 2.5082
7 O -0.6400 -1.0160 3.9082
8 O -7.4566 -2.4707 5.3435
9 O 10.0704 2.5532 -3.2154
10 O 1.5380 -6.7794 -1.5539
11 O -9.1790 -1.9025 6.9568
12 O -3.1892 -2.9224 -1.5206
13 O -0.3044 3.0043 -1.1713
14 O 1.1744 -4.4771 -2.2914
15 O 7.7185 2.9412 -2.5589
16 O -9.5879 -1.6463 4.5048
17 O 2.8869 -4.9510 -0.5778
18 O 8.3419 0.9794 -3.9246
19 O 0.0182 -2.5848 2.1131
20 O 0.5162 -5.2440 -0.0384
21 O 0.1333 0.4620 -2.0587
22 O 9.0566 1.1520 -1.5688
23 N -1.3929 3.4791 1.3298
24 C 0.8685 3.7674 -0.8384
25 C -4.3363 2.7964 3.4700
26 C -1.0264 -1.9837 -2.0438
27 C -4.2676 -2.5829 -2.3624
28 C -5.1726 3.8339 3.0779
29 C -3.0612 2.7368 2.8949
30 C 3.7120 0.4387 -3.1693
31 C -6.2300 1.6456 4.8100
32 C -2.6661 3.6383 1.9190
33 C 4.0868 -1.8620 -2.0944
34 C -0.1934 -6.4937 -0.0354
35 C -1.2755 1.0924 1.7765
36 C -0.5601 1.9422 -0.3539
37 C -0.3487 0.6389 -0.7973
38 C 1.4656 -0.0583 -2.1335
39 C 0.8130 6.1018 0.2733
40 C -0.6353 -0.4554 0.0056
41 C -4.7408 1.7424 4.4688
42 C -8.0172 0.0867 5.6719
43 C -1.9636 -3.1742 -2.1827
44 C 0.8364 -7.4934 -0.5245
45 C 10.9615 2.3605 -2.1075
46 C 2.1903 0.5933 -3.2963
47 C 1.6539 0.1002 -4.6509
48 C 5.7761 -0.8655 -3.6613
49 C -0.5400 -1.8373 -0.5880
50 C 4.2862 -0.9781 -3.3383
51 C -1.0827 2.1664 0.9182
52 C -1.0145 -0.2179 1.3383
53 C -4.7679 4.7579 2.1257
54 C -6.5949 0.2001 5.1443
55 C -3.5251 4.6585 1.5284
56 C 0.5967 5.2620 -1.0003
57 C 10.4858 1.0640 -1.4804
58 H -3.2110 5.3636 0.7682
59 H 10.8251 0.1913 -2.0408
60 H 11.9788 2.3036 -2.4837
61 H 3.8009 -1.4625 -4.1899
62 H -0.4357 5.3615 -1.3393
63 H -1.5949 -1.0934 -2.3189
64 H 1.9586 1.6598 -3.2286
65 H 1.2311 -0.9021 -4.5785
66 H -6.1597 3.9267 3.5108
67 H -1.0453 -6.4192 -0.7131
68 H 2.4572 0.0658 -5.3884
69 H 10.8630 3.2035 -1.4219
70 H 6.2122 -1.8474 -3.8504
71 H -8.0981 0.4042 6.7104
72 H -2.1213 -3.4014 -3.2417
73 H -4.9630 -1.9757 -1.7854
74 H -4.4317 0.7830 4.0403
75 H -6.4674 -0.4130 4.2516
76 H 0.9304 5.4714 1.1554
77 H 0.1157 -0.4194 3.8226
78 H -8.7162 0.6768 5.0785
79 H -3.9382 -1.9942 -3.2238
80 H 1.6693 3.4414 -1.5048
81 H 1.4138 -1.1432 -2.2673
82 H -1.2069 -2.4778 -0.0105
83 H 0.3935 -8.3843 -0.9592
84 H -0.1990 -2.0955 -2.7448
85 H 1.5413 -7.7703 0.2610
86 H 10.7648 0.9673 -0.4355
87 H -4.1579 1.8541 5.3856
88 H 5.9463 -0.2401 -4.5366
89 H -0.5388 -6.6981 0.9740
90 H 4.9223 -2.5567 -1.9915
91 H 1.6849 6.7462 0.1894
92 H -7.2738 -2.9934 6.1376
93 H -6.4442 2.2711 5.6799
94 H 4.0380 -1.2687 -1.1810
95 H 6.3186 -0.4219 -2.8238
96 H -0.0470 6.7426 0.4702
97 H -5.4324 5.5590 1.8301
98 H -0.3563 -3.4756 2.0643
99 H 0.4639 -2.2461 -0.4592
100 H -1.2934 4.1124 0.5454
101 H 1.1738 3.5333 0.1837
102 H -4.7842 -3.4794 -2.7183
103 H 4.1860 1.0941 -3.9036
104 H 1.9888 0.1352 -1.1918
105 H -5.8981 -0.1939 5.8865
106 H 4.0221 0.8057 -2.1844
107 H -6.8406 1.9724 3.9686
108 H -1.5243 -4.0625 -1.7188
109 H 1.2223 5.6576 -1.7985
110 H 0.8880 0.7729 -5.0328
111 H 3.1934 -2.4829 -2.1621

The LUMO energy is 0.370 eV. As for the spin multiplicity: 1. Its HOMO energy is -7.74 eV. The total energy is -133848.993 eV. As for the structure (SMILES): CCCOc1c2c(c(P(O)(O)=S)c(CCCOC)c1OC[C@H](C)CC(C)C)Sc1c(CCCCS(=O)(=O)O)cccc1N2.O=S1(=O)OCCO1.O=S1(=O)OCCO1.

Here are the Löwdin charges for atoms 1 to 99, given in e: 1.0676 0.5862 0.5844 0.3075 0.5952 0.1710 -0.2425 -0.1589 -0.1886 -0.1821 -0.2947 -0.1921 -0.0383 -0.2147 -0.2146 -0.2701 -0.2086 -0.2182 -0.1989 -0.2089 -0.0385 -0.1912 0.1198 -0.1737 -0.2154 -0.1425 -0.1077 -0.0465 -0.3822 -0.1555 -0.2018 -0.2493 -0.0620 -0.1499 -0.3981 -0.1375 -0.1675 -0.1573 -0.0992 -0.1117 -0.1733 -0.2277 -0.2275 -0.1505 -0.1567 -0.3231 -0.0413 -0.0890 -0.1254 -0.4064 -0.1832 -0.2343 -0.0750 -0.2342 -0.0210 -0.2065 -0.1576 0.1121 0.1348 0.1346 0.1273 0.1080 0.1264 0.1292 0.0778 0.1036 0.1321 0.0772 0.1340 0.0802 0.1074 0.1244 0.0878 0.0960 0.1210 0.0650 0.0764 0.1077 0.0867 0.1175 0.0970 0.0807 0.1368 0.0940 0.1353 0.1349 0.1268 0.0724 0.1378 0.0769 0.0664 0.1020 0.1231 0.0812 0.0723 0.0659 0.1047 0.0572 0.1158

(2)
A molecular structure, C34H55AsBClN6PdS3 in a non-equilibrium geometry, computed with ωB97M-V with the def2-TZVPD basis set.

Cartesian coordinates (Å):
1 Pd -1.1151 0.1163 1.4508
2 As -2.7282 -0.5218 3.1708
3 Cl -4.0078 3.4064 0.3726
4 S 0.3688 -1.5813 -2.6693
5 S 1.9700 2.8507 -1.3754
6 S 0.9405 -0.8466 0.8740
7 N 1.9464 -3.6395 -1.8344
8 N 2.8048 0.9756 2.0335
9 N 2.6396 0.5931 -2.7170
10 N 3.0671 -1.6380 -1.8975
11 N 3.2720 0.2059 -0.0064
12 N 2.0932 2.3470 -4.0548
13 C 0.2252 -4.6565 -3.3547
14 C 3.3048 -3.8363 -1.6671
15 C -5.8388 -0.8164 3.6686
16 C -1.8639 -3.3022 3.5329
17 C -1.5897 1.4297 -0.0734
18 C -2.9132 0.8212 4.5577
19 C 2.8700 0.2924 -4.0473
20 C 1.7727 -2.2598 -2.1260
21 C -0.2492 -4.4930 -0.9023
22 C -4.6296 -0.9941 2.6888
23 C 0.8897 -4.6351 -1.9220
24 C -2.8571 2.2971 4.0944
25 C -4.0554 1.7829 -0.1073
26 C 0.3731 4.0788 -3.7941
27 C 2.3182 0.1445 0.9844
28 C 1.6778 3.6568 -4.5226
29 C 1.5409 2.8760 3.1002
30 C 3.9174 -2.6363 -1.5722
31 C -5.4089 0.0591 -1.1590
32 C 4.3587 0.9458 0.5033
33 C -4.2488 -0.6789 -1.4736
34 C 4.0164 1.5136 1.6314
35 C -2.9009 1.0092 -0.4182
36 C 2.2058 1.8932 -2.7026
37 C -5.3351 1.2719 -0.5054
38 C 2.1683 1.4616 3.3114
39 C 1.5547 -5.9884 -1.6619
40 C -2.3283 -2.0901 4.3351
41 C 1.1233 0.5447 3.9398
42 C 3.2309 1.6778 4.5073
43 C 1.2457 3.6049 -6.0085
44 C 2.4666 1.2984 -4.8256
45 C -3.0118 -0.2524 -1.1205
46 C 2.7702 4.7140 -4.2784
47 B 3.3801 -0.1865 -1.5145
48 H 2.2775 5.6735 -4.3292
49 H 4.4891 0.0749 -1.8246
50 H 3.2945 -0.6552 -4.3474
51 H -1.8524 2.5383 3.6331
52 H 0.8729 2.8472 2.2647
53 H 4.5874 2.2236 2.1953
54 H 2.2164 -6.2228 -2.5339
55 H 0.4992 2.8404 -6.1922
56 H 2.7034 2.2461 5.2917
57 H 0.7192 -6.7172 -1.8079
58 H -2.9314 2.9038 4.9922
59 H -6.1844 1.8835 -0.2503
60 H -2.6785 -4.0457 3.4988
61 H 1.5316 -0.3989 4.3365
62 H -6.3701 0.1736 3.4989
63 H 3.7052 -4.8324 -1.6140
64 H -3.5610 2.5395 3.3214
65 H -0.7914 1.1761 -0.7211
66 H 1.0276 3.1796 3.9619
67 H -0.2004 4.7160 -4.4180
68 H 2.2894 3.6497 2.9431
69 H 1.9834 -6.1248 -0.6577
70 H -1.0056 -5.2135 -1.0271
71 H 5.2159 1.1175 -0.1059
72 H -0.2241 3.1921 -3.4673
73 H -4.8044 -0.4253 1.7556
74 H -6.4114 -0.2777 -1.3830
75 H -1.5491 -1.6982 4.9433
76 H -3.1921 -2.3094 4.8928
77 H -2.0752 0.6615 5.2579
78 H 3.5142 4.5576 -5.0035
79 H 4.0520 2.3586 4.1923
80 H 0.2183 -4.6451 0.1423
81 H -4.4641 -1.5548 -2.0818
82 H -5.4571 -0.6826 4.6859
83 H -0.7329 -3.5197 -0.9145
84 H -1.6404 -3.0146 2.5000
85 H 4.9150 -2.4333 -1.4481
86 H -0.3672 -5.5885 -3.2727
87 H 0.3315 0.3107 3.1930
88 H 0.9281 -4.5200 -4.1387
89 H 0.6885 4.5690 -2.8306
90 H -6.5360 -1.6902 3.5872
91 H -2.0784 -0.8170 -1.3525
92 H 0.7979 4.5988 -6.2259
93 H 2.5516 1.2945 -5.9128
94 H 0.6680 1.1212 4.7407
95 H 2.1123 3.4534 -6.6995
96 H -1.5531 2.3759 0.4833
97 H -3.8179 0.5427 5.0816
98 H 3.6380 0.7725 4.8508
99 H -0.5064 -3.7815 -3.3814
100 H 3.1822 4.5903 -3.1862
101 H -4.4712 -2.1105 2.4432
102 H -0.9851 -3.7188 3.9952

The LUMO energy (alpha / beta) is -4.450 / -7.946 eV. As for the spin multiplicity: 5. Its HOMO energy (alpha / beta) is -11.43 / -12.63 eV. The total charge is +2. The total energy is -155098.896 eV. The calculation puts the energy above the lowest of the compared OMol25 structures with the same formula, charge and spin at 0.3289 eV.

Here are the Löwdin charges for atoms 1 to 99, given in e: 0.3604 1.1781 0.7689 0.8940 0.9330 0.6436 0.0331 0.0407 0.0406 0.0716 0.0300 0.0270 -0.0320 0.0472 -0.1351 -0.1630 -0.2169 -0.4175 -0.0352 -0.6276 -0.0336 -0.3777 -0.5701 -0.1453 -0.6332 -0.0617 -0.6135 -0.5613 -0.0197 0.0163 -0.0667 -0.0706 -0.0814 -0.0537 -0.3432 -0.6451 -0.0953 -0.4720 -0.0515 -0.3806 -0.0779 -0.0110 -0.0352 0.0034 -0.0539 -0.0049 -0.5470 0.0939 0.1275 0.1462 0.0650 0.0653 0.1302 0.1106 0.0924 0.0996 0.1082 0.0742 0.1049 0.0816 0.1041 0.0919 0.1357 0.0338 0.0167 0.0655 0.0714 0.0919 0.1042 0.0767 0.1196 0.0968 0.0251 0.1148 0.0455 0.0584 0.0691 0.0683 0.0795 0.1254 0.1136 0.0415 0.0505 0.0330 0.1270 0.1012 -0.0230 0.0767 0.0536 0.0882 0.0765 0.1066 0.1544 0.0863 0.1001 0.0480 0.0517 0.0668 0.0448